Here is 12 unconnected molecules or ions with the total composition C33H57BINO45S11 in a non-equilibrium geometry from OMol25. Energies are from ωB97M-V/def2-TZVPD.

Structure (XYZ):
```
149
Properties=species:S:1:pos:R:3:forces:R:3:mulliken_charge:R:1
C -1.214593 3.687269 -0.426220 -0.7612 -1.1592 -0.0208 -0.552
C -1.167192 2.031501 -0.280544 -0.3234 0.2084 1.8600 0.575
C -1.167723 1.178319 -1.704414 0.3623 0.9500 0.2915 -0.633
N -1.163921 1.465988 0.975271 3.4849 -0.6309 -5.1749 -0.610
B -0.105691 0.346359 1.056673 -2.5369 1.0674 0.1961 0.337
I 1.924808 0.847914 0.262971 -0.6585 -0.4624 0.4476 0.004
C -0.485228 -1.113657 1.715895 0.5945 -0.0870 1.0113 -0.191
C 0.124263 -1.332111 3.250506 -3.4363 -2.6553 3.1022 0.054
O -0.695230 -1.996978 4.102802 5.3409 3.7938 -4.6895 -0.488
C 1.616244 -0.841448 3.735847 4.1230 0.5806 1.1393 0.685
C 2.772739 -1.996682 4.029902 1.6052 3.7994 0.6045 -0.318
C 4.311100 -1.546283 4.477084 -2.4864 2.9534 -0.6623 -0.538
C 4.732151 0.063888 4.632206 -4.0534 -0.5582 -1.0476 -0.518
C 3.595647 1.221872 4.381433 -1.2122 -4.7807 -0.7175 -0.393
C 2.078225 0.727115 3.937778 1.4553 -2.1384 0.1115 -0.184
H -0.830585 4.162393 0.578270 -0.7423 -1.0013 -2.1858 0.094
H -2.327510 4.021448 -0.640044 2.1976 -0.6528 0.5036 0.267
H -0.586715 4.004108 -1.362220 -1.0390 -0.6310 1.9273 0.076
H -1.759581 0.164079 -1.611205 1.3667 2.2516 -0.0602 0.097
H -0.055026 0.995641 -2.088962 -2.3679 0.3464 1.0915 0.183
H -1.671869 1.879032 -2.498424 0.8316 -1.5376 1.5650 0.276
H -0.026037 -1.975362 1.054164 -0.9079 1.6165 1.3460 0.248
H -1.666300 -1.180120 1.764164 2.5668 -0.1515 0.0836 0.019
H 2.585431 -3.148666 3.928052 0.1912 2.5438 0.1590 0.324
H 5.159149 -2.354970 4.697804 -2.2582 1.9078 -0.6096 0.281
H 5.830543 0.411951 4.915759 -2.6144 -1.0454 -0.6679 0.286
H 3.785535 2.379520 4.452175 -0.3512 -2.7171 -0.1065 0.353
H 1.235200 1.543746 3.719687 2.1927 -1.9027 0.6237 0.349
O -3.521182 0.394428 -3.095829 -1.2053 -1.1129 -1.4549 -0.363
S -4.283930 -0.578205 -3.846384 -0.0918 0.1031 0.4211 0.839
O -4.582013 -0.430085 -5.251947 0.6229 0.0552 1.5667 -0.557
O -5.676860 -0.858671 -3.047020 1.2333 0.1874 -0.4531 -0.156
C -5.768288 -2.244913 -2.722730 -0.1143 -0.7967 -0.0893 -0.418
C -4.326716 -2.728739 -2.590436 -0.3034 -0.0397 0.8118 -0.317
O -3.607941 -2.044311 -3.614007 -0.5350 0.9154 -0.6684 -0.321
H -6.280980 -2.754025 -3.545227 0.0510 -0.0175 0.0961 0.278
H -6.336735 -2.383783 -1.799227 0.1158 0.3050 -0.1534 0.377
H -4.237468 -3.810646 -2.714066 0.0910 0.2586 -0.2085 0.321
H -3.900006 -2.436586 -1.625088 -0.1209 -0.0995 -0.0253 0.252
O 0.756150 -8.414019 5.892126 1.0153 1.6159 -0.4496 -0.536
S 1.264584 -7.123228 5.484102 -0.1017 -0.3418 0.0785 1.056
O 2.654283 -6.888868 5.167536 -1.6333 -0.5445 0.3059 -0.521
O 0.789418 -6.018479 6.584850 0.1101 -1.0146 -0.6193 -0.353
C 0.016050 -5.007452 5.940706 -0.0920 0.6498 -0.5396 -0.038
C -0.635645 -5.693528 4.743078 -0.6899 0.1833 0.4565 -0.214
O 0.354761 -6.587711 4.240773 1.0454 -0.1081 0.6817 -0.335
H 0.696002 -4.212563 5.617649 -0.1655 0.0081 0.0152 0.156
H -0.723031 -4.594176 6.632252 0.2191 -0.2423 0.0051 0.270
H -0.940721 -4.982972 3.971191 0.2417 -0.1744 0.0247 0.179
H -1.501588 -6.288176 5.052703 0.0262 0.1259 -0.0144 0.332
O -10.559599 0.999423 -7.534235 1.5290 -0.2249 -1.0067 -0.534
S -9.249140 0.940932 -8.142847 -0.2061 -0.0935 -0.1220 1.084
O -9.045572 0.689594 -9.550607 -0.5538 0.4355 1.7485 -0.539
O -8.339330 -0.109998 -7.290972 -0.9272 0.7898 -0.3505 -0.319
C -7.181690 0.558361 -6.792618 0.7032 0.3453 0.0629 0.019
C -7.594270 2.018256 -6.624687 0.0702 -0.2583 0.7627 -0.114
O -8.439214 2.297767 -7.738565 -0.3050 -0.8922 -0.6786 -0.349
H -6.383811 0.457223 -7.535388 -0.0192 0.0269 0.1448 0.292
H -6.858698 0.109549 -5.849475 -0.2417 -0.0092 -0.2643 -0.037
H -6.736375 2.694740 -6.612115 -0.2189 -0.0670 -0.2392 0.328
H -8.181907 2.159135 -5.711360 0.1544 -0.0550 -0.0206 0.173
O -4.797329 -3.541294 1.680619 -0.6396 -0.4298 1.5555 -0.458
S -5.123154 -3.750871 3.073832 -0.1066 -0.1241 -0.0148 0.998
O -5.946548 -4.844927 3.533687 1.1550 1.2576 -0.8898 -0.562
O -5.728884 -2.359305 3.669258 0.5549 -0.8059 -0.7236 -0.319
C -4.927399 -1.922320 4.765551 0.3024 -0.1007 0.7534 -0.359
C -3.527516 -2.464000 4.488730 -0.0462 1.0208 -0.1410 0.155
O -3.732546 -3.757963 3.926230 -1.1357 -0.3800 -0.3001 -0.222
H -5.341968 -2.352068 5.683154 0.0389 0.0672 -0.0456 0.294
H -4.941262 -0.831462 4.837049 -0.0971 -0.2186 -0.2379 0.331
H -2.919493 -2.529062 5.394184 -0.0981 -0.1918 -0.2607 0.313
H -3.007714 -1.850944 3.744890 -0.0605 -0.0739 0.2868 -0.176
O 5.692474 1.199106 -1.390414 0.8766 -0.8455 -1.2117 -0.458
S 6.388910 0.197819 -2.167287 0.1777 -0.2286 0.2649 1.020
O 7.521986 0.502709 -3.009657 -1.4003 -0.0418 1.1636 -0.567
O 5.287744 -0.615501 -3.052634 0.4447 0.8840 0.6956 -0.292
C 5.345035 -2.002836 -2.725201 0.3745 -0.8344 0.1271 -0.257
C 5.829294 -2.060851 -1.278880 -1.0229 -0.3976 0.0999 -0.048
O 6.802041 -1.024268 -1.169164 0.0847 0.9248 -1.0616 -0.286
H 6.061042 -2.482799 -3.400122 -0.0893 -0.0446 0.0961 0.254
H 4.362189 -2.465043 -2.850318 0.1143 0.3022 -0.0189 0.283
H 6.267192 -3.029068 -1.024767 -0.1110 0.6407 -0.1568 0.193
H 5.015540 -1.835469 -0.581500 -0.0358 0.0204 -0.0946 0.298
O 0.191842 3.642329 7.735526 1.6477 -0.2452 -1.0922 -0.574
S 1.502301 3.583838 7.126914 -0.4408 -0.0902 0.0344 1.078
O 1.705870 3.332500 5.719153 -0.5440 0.5291 1.7066 -0.452
O 2.412111 2.532909 7.978789 -0.7653 0.7905 -0.2977 -0.294
C 3.569752 3.201267 8.477143 0.6190 0.3060 -0.0750 -0.290
C 3.157172 4.661163 8.645074 0.0457 -0.2177 0.7232 -0.336
O 2.312228 4.940673 7.531197 -0.2046 -0.9138 -0.6278 -0.307
H 4.367631 3.100130 7.734373 -0.0242 0.0311 0.0951 0.244
H 3.892744 2.752455 9.420286 -0.2699 -0.0437 -0.1948 0.312
H 4.015066 5.337646 8.657646 -0.2328 -0.0482 -0.2472 0.306
H 2.569534 4.802042 9.558401 0.1252 -0.0327 -0.0314 0.295
O 6.324976 -6.135991 -7.262283 -0.6681 1.5423 1.1193 -0.554
S 5.998669 -4.896909 -6.591961 0.1096 -0.5107 -0.0235 1.091
O 5.449169 -4.845113 -5.257132 0.7849 -0.2579 -1.5729 -0.486
O 5.044098 -4.019975 -7.580737 0.7393 -0.6849 0.3718 -0.300
C 5.664121 -2.763502 -7.849134 0.2316 0.6529 0.1733 -0.260
C 7.165032 -3.017008 -7.736342 -0.0606 0.0976 -0.7361 -0.338
O 7.309040 -3.927291 -6.648488 -1.0336 -0.3496 0.4030 -0.290
H 5.327120 -2.048654 -7.091524 0.0681 -0.0061 -0.0862 0.233
H 5.379880 -2.402202 -8.841074 -0.0475 -0.2889 0.1594 0.304
H 7.729392 -2.100320 -7.549388 -0.0715 -0.2570 0.2220 0.318
H 7.551212 -3.504367 -8.637827 -0.0545 0.1145 0.0323 0.291
O -8.189369 0.186155 -1.451216 0.9305 1.5346 -0.4453 -0.583
S -7.680935 1.476946 -1.859239 0.3597 -0.2667 0.1534 1.150
O -6.291236 1.711307 -2.175805 -1.8773 -0.4199 0.3451 -0.478
O -8.156102 2.581695 -0.758492 0.0164 -0.9729 -0.6789 -0.313
C -8.929468 3.592722 -1.402635 -0.0789 0.6030 -0.4540 -0.415
C -9.581164 2.906647 -2.600263 -0.6587 0.1255 0.4755 -0.356
O -8.590758 2.012462 -3.102568 0.9052 -0.0768 0.5998 -0.215
H -8.249518 4.387612 -1.725692 -0.1034 -0.0372 0.0182 0.287
H -9.668551 4.005998 -0.711090 0.2118 -0.2598 0.0133 0.317
H -9.886240 3.617203 -3.372150 0.2505 -0.2204 -0.0047 0.333
H -10.447108 2.311999 -2.290639 0.0370 0.1253 -0.0221 0.290
O -5.005404 7.374264 1.331676 1.5611 -0.2508 -1.0342 -0.550
S -3.694947 7.315774 0.723065 -0.2702 -0.0281 -0.1265 1.081
O -3.491378 7.064435 -0.684696 -0.5483 0.3976 1.7499 -0.529
O -2.785137 6.264843 1.574940 -0.8391 0.7587 -0.2821 -0.243
C -1.627495 6.933202 2.073294 0.7217 0.3260 -0.0748 -0.140
C -2.040076 8.393098 2.241225 0.0479 -0.2341 0.7093 -0.377
O -2.885020 8.672608 1.127348 -0.2508 -0.9280 -0.6035 -0.305
H -0.829616 6.832065 1.330523 -0.0118 0.0369 0.0850 0.101
H -1.304504 6.484391 3.016437 -0.2719 -0.0500 -0.1848 0.358
H -1.182181 9.069581 2.253797 -0.2281 -0.0586 -0.2559 0.314
H -2.627714 8.533976 3.154552 0.1169 -0.0291 -0.0266 0.309
O 10.191176 -5.033156 -1.087058 -1.9025 0.5683 0.7329 -0.569
S 8.902060 -4.876716 -0.450791 0.6705 -0.2451 -0.2240 1.026
O 7.881187 -3.984798 -0.949492 1.6913 -1.3617 0.3520 -0.496
O 9.150092 -4.551209 1.127316 0.0830 -0.3300 -1.0919 -0.330
C 8.511466 -5.547166 1.924449 -0.5877 -0.3616 0.2908 -0.296
C 8.500085 -6.810060 1.067310 0.5184 -0.2012 0.5455 -0.340
O 8.245353 -6.357582 -0.260528 -0.0377 1.2332 -0.1072 -0.313
H 7.493115 -5.208670 2.141077 0.0726 -0.0859 0.0212 0.273
H 9.053877 -5.690047 2.862880 0.0658 0.1739 -0.2826 0.305
H 7.735143 -7.522438 1.385355 0.0047 0.2063 -0.2789 0.319
H 9.479312 -7.300353 1.074952 -0.0999 0.0280 0.0824 0.282
O 1.464456 5.683183 -0.876201 0.7807 0.6571 -1.4704 -0.427
S 2.219178 5.940275 -2.082612 0.1769 0.1940 0.1645 1.004
O 2.635766 7.263989 -2.483408 -0.5995 -1.6345 0.8258 -0.566
O 1.436177 5.242303 -3.330668 0.2775 0.2223 1.0419 -0.316
C 2.298423 4.299774 -3.965777 0.6245 -0.2081 -0.3895 -0.338
C 3.246276 3.813156 -2.872846 -0.4212 -0.6829 -0.1276 0.050
O 3.527151 4.965784 -2.082064 -0.7368 1.0014 -0.2819 -0.298
H 2.845347 4.819244 -4.759233 -0.0299 -0.0853 0.0518 0.315
H 1.716129 3.483145 -4.400893 -0.0853 0.2447 0.2022 0.313
H 4.168170 3.390165 -3.279001 -0.0415 0.2753 0.2044 0.297
H 2.759013 3.072850 -2.229532 0.0546 -0.0214 -0.1041 -0.068
```
Forces are in eV/Å.

Its maximum force is 0.1567 Eh/bohr. As for the HOMO energy: -8.771 eV. Its spin multiplicity is 1. As for the structure (SMILES): CC(C)=NB(I)CC(=O)c1ccccc1.O=S1(=O)OCCO1.O=S1(=O)OCCO1.O=S1(=O)OCCO1.O=S1(=O)OCCO1.O=S1(=O)OCCO1.O=S1(=O)OCCO1.O=S1(=O)OCCO1.O=S1(=O)OCCO1.O=S1(=O)OCCO1.O=S1(=O)OCCO1.O=S1(=O)OCCO1. Its HOMO-LUMO gap is 8.1 eV. The value obtained for the lowest unoccupied orbital energy is -0.7 eV.